[1]
187
Properties=species:S:1:pos:R:3:forces:R:3 method="wB97M-V/def2-TZVPD" e_tot_ha=-3553.0887 molar_mass_g_mol=1039.4 s_squared=0.755 spin_multiplicity=2 total_charge=+1
C 1.5392 1.5570 -5.1620 -0.3 0.2 -1.4
C 0.8126 2.3489 -6.3216 0.2 0.1 0.4
C 0.3461 3.6294 -5.6124 0.7 -0.8 0.1
O 1.3272 3.8132 -4.5666 -0.3 0.1 0.0
C 1.5949 2.5255 -3.9951 -0.3 0.1 -0.6
H 2.5535 1.3719 -5.5153 -0.1 -0.5 0.1
H 0.9995 0.6441 -4.9103 0.2 -0.2 -0.1
H 0.0343 1.8474 -6.8968 -0.3 -0.3 0.6
H 1.5169 2.6128 -7.1106 0.3 0.1 0.3
H -0.6455 3.5243 -5.1721 -0.2 -0.2 0.2
H 0.3035 4.4573 -6.3201 0.4 0.3 0.5
H 0.8453 2.2433 -3.2558 -0.4 0.3 0.3
H 2.5600 2.4761 -3.4910 0.0 0.6 -0.1
C 2.0417 -4.4647 -2.6946 0.6 0.5 1.3
C 0.9245 -4.1858 -3.6360 -0.3 1.8 -0.2
C 1.1739 -5.1761 -4.7282 -0.6 -0.5 0.9
O 1.6734 -6.2883 -3.9878 0.8 -1.3 -0.4
C 2.0207 -5.9394 -2.6319 -0.7 -0.5 -0.7
H 1.9129 -4.0789 -1.6833 0.1 0.4 0.0
H 3.0125 -4.1710 -3.0938 0.0 0.4 0.0
H 0.9216 -3.1494 -3.9735 -0.1 0.2 -0.2
H -0.0485 -4.3693 -3.1804 0.0 -0.1 0.2
H 1.8695 -4.8343 -5.4946 0.1 -0.1 0.0
H 0.1995 -5.4540 -5.1301 0.2 -0.2 -0.6
H 2.9696 -6.3439 -2.2795 -0.1 -0.4 -0.5
H 1.2028 -6.2909 -2.0030 0.1 -0.2 0.3
C -3.4369 -2.4512 -5.3440 -0.1 -2.3 0.5
C -2.6553 -1.8222 -6.4508 -0.9 0.4 -1.2
C -1.6839 -0.9673 -5.6985 0.5 1.1 -1.2
O -1.6754 -1.4055 -4.3780 0.9 -0.7 1.8
C -2.3296 -2.6775 -4.2909 -1.7 0.7 -0.4
H -3.8928 -3.3819 -5.6820 0.0 -0.2 0.1
H -4.2685 -1.8542 -4.9698 0.3 0.3 0.1
H -3.3603 -1.2744 -7.0760 0.3 0.4 -0.1
H -2.1480 -2.5045 -7.1330 -0.1 -0.4 0.3
H -1.9988 0.0751 -5.7450 0.1 0.2 0.3
H -0.6888 -1.0203 -6.1403 0.2 0.0 0.1
H -2.7300 -2.8251 -3.2879 0.1 0.3 0.2
H -1.7320 -3.5618 -4.5122 0.5 0.2 -0.3
C 4.2186 -1.7127 -4.2038 0.1 -0.3 0.5
O 4.5716 -1.9770 -5.5370 -0.1 0.2 -0.2
H 4.2486 -0.6650 -3.9045 0.1 0.3 -0.3
H 3.2149 -2.0797 -3.9896 -0.2 -0.2 0.2
H 4.9341 -2.2441 -3.5763 -0.1 0.0 0.1
H 3.8153 -1.7609 -6.0873 0.1 0.1 -0.2
C -1.9227 -5.9101 2.1817 0.0 0.3 0.0
O -0.9685 -4.9135 1.8784 0.6 0.2 0.3
H -2.9155 -5.4607 2.2047 -0.2 -0.2 -0.1
H -1.8543 -6.6832 1.4164 -0.3 -0.3 0.2
H -1.7366 -6.2889 3.1867 0.1 -0.3 -0.1
H -1.4276 -4.1833 1.4571 0.0 0.2 -0.2
C -4.7320 3.4917 -0.0905 0.7 0.2 0.1
O -5.4495 2.6148 -0.9182 -0.8 0.8 0.9
H -4.0197 4.0646 -0.6843 0.0 0.5 -0.1
H -5.3323 4.1862 0.4972 -0.4 -0.2 -0.4
H -4.1064 2.9605 0.6269 0.0 -0.3 0.3
H -4.8177 1.9814 -1.2664 -0.2 -0.1 -0.2
C -3.4577 -2.7782 0.2201 0.0 -0.5 -0.4
O -2.0447 -2.8443 0.3990 -0.1 -0.2 0.1
H -3.7707 -1.7383 0.1271 -0.3 -0.2 0.4
H -3.7503 -3.2902 -0.6965 0.1 0.0 -0.3
H -3.9509 -3.3499 1.0062 0.0 0.5 0.3
H -1.7054 -1.9688 0.1992 0.2 0.2 -0.1
C -3.4860 1.0980 3.9026 0.6 0.5 0.7
O -4.6761 0.7039 4.5233 -0.7 -0.6 0.1
H -3.6078 2.1330 3.5832 0.4 0.0 -0.5
H -2.6788 1.0621 4.6341 0.3 0.1 -0.1
H -3.1785 0.4247 3.1024 -0.4 0.0 -0.2
H -4.5758 0.8758 5.4625 -0.2 -0.1 0.0
C 4.5887 -2.7561 -0.1043 -0.9 -0.1 -0.2
O 5.7278 -2.1575 -0.6003 1.4 0.5 -0.3
H 3.9248 -2.8261 -0.9659 -0.4 -0.2 0.2
H 4.7707 -3.7513 0.3012 -0.2 0.0 0.1
H 4.1679 -2.0933 0.6520 -0.5 -0.2 0.3
H 6.2914 -1.9980 0.1603 0.4 0.1 -0.2
C 2.5369 -4.4992 2.5274 0.3 0.6 -0.6
O 3.8176 -4.1194 3.0852 -1.5 0.1 -0.9
C 4.6970 -5.2097 3.1379 -0.5 -1.1 0.1
C 5.1647 -5.9649 1.8496 -0.4 1.1 0.0
O 4.1258 -6.4412 0.9712 0.4 0.3 0.4
C 4.6646 -7.1588 -0.1455 -0.2 -0.5 0.8
H 2.2021 -5.5120 2.7515 0.4 -0.1 0.2
H 2.5898 -4.3919 1.4440 0.1 -0.5 -0.3
H 1.7152 -3.8340 2.7927 0.3 0.3 0.8
H 4.2173 -5.9679 3.7569 -0.1 -0.3 0.2
H 5.5285 -4.8243 3.7280 0.5 -0.3 -0.4
H 5.7448 -6.7967 2.2491 0.2 -0.2 -0.2
H 5.8028 -5.2959 1.2722 0.4 -0.1 -0.1
H 3.8646 -7.7410 -0.6030 -0.2 0.3 0.0
H 5.3753 -7.9021 0.2158 0.3 0.0 0.0
H 5.1425 -6.5328 -0.8990 0.0 0.3 0.1
C -4.6501 -0.4064 -2.3828 1.1 -0.2 -0.4
O -4.2493 0.9549 -2.3077 0.4 -0.5 -1.0
C -3.4317 1.4103 -3.4210 -0.5 0.8 1.5
C -3.0582 2.8965 -3.1311 -0.1 -0.3 -1.0
O -2.0649 2.9662 -2.1300 0.3 -0.4 0.3
C -1.4353 4.2480 -2.0031 -0.6 0.0 -0.5
H -5.1413 -0.6831 -3.3157 -0.5 0.5 -0.1
H -5.2687 -0.6981 -1.5340 0.1 0.4 0.0
H -3.7278 -0.9865 -2.4130 0.1 -0.4 0.4
H -3.9983 1.2605 -4.3401 0.0 0.4 -0.1
H -2.5327 0.7966 -3.4789 0.2 -0.1 0.0
H -3.9062 3.5459 -2.9134 -0.5 -0.4 0.6
H -2.7202 3.3713 -4.0522 0.6 -0.3 -0.4
H -0.7608 4.4254 -2.8408 0.3 -0.1 0.0
H -0.9028 4.3141 -1.0544 -0.1 -0.2 -0.1
H -2.1953 5.0284 -2.0411 -0.1 0.1 0.2
C 6.9116 5.0020 -2.2157 -0.4 -1.0 -0.6
O 5.6438 4.4859 -1.8306 -0.6 0.3 0.3
C 5.6547 3.8451 -0.5697 -0.4 0.1 0.0
C 4.2490 3.3598 -0.1047 0.7 1.3 -1.5
O 3.6657 2.4955 -1.0761 0.2 -1.1 0.7
C 4.1519 1.1506 -1.0754 0.3 0.6 0.5
H 7.5836 4.1438 -2.2255 0.7 0.3 0.4
H 7.2472 5.8635 -1.6383 0.1 -0.2 0.3
H 6.8627 5.2943 -3.2646 -0.4 0.2 0.1
H 6.0992 4.4930 0.1858 -0.2 0.3 0.3
H 6.3258 2.9866 -0.5952 0.1 -0.4 -0.2
H 3.5102 4.1600 -0.0591 0.4 0.4 0.0
H 4.3806 3.0390 0.9286 -0.2 -1.0 0.0
H 4.0234 0.6848 -0.0983 -0.7 -0.2 0.2
H 5.2325 1.0527 -1.1789 0.2 0.3 -0.7
H 3.6425 0.6133 -1.8753 0.1 0.0 0.1
C -1.6256 4.0335 5.7884 -1.0 -0.4 0.0
O -1.1096 3.2568 4.7286 1.0 0.0 -0.9
C -0.0408 2.4002 5.1537 -0.3 1.1 0.8
C 0.5848 1.5236 4.0930 -0.5 -0.1 -1.3
O 1.0559 2.2711 2.9637 -0.2 0.0 0.0
C 1.4720 1.5335 1.8204 -0.7 0.6 0.6
H -0.9542 4.2938 6.6067 0.6 0.1 -0.4
H -2.4339 3.4799 6.2663 -0.2 -0.2 0.2
H -2.0839 4.9256 5.3615 0.2 0.1 0.0
H -0.5279 1.7945 5.9178 0.6 -0.7 0.2
H 0.6929 3.0530 5.6266 0.3 -0.1 0.1
H -0.2136 0.8372 3.8112 -0.1 -0.3 -0.5
H 1.4226 0.9024 4.4095 0.0 0.1 0.9
H 1.4937 2.2727 1.0196 0.4 -0.1 -0.1
H 0.7397 0.7790 1.5332 -0.4 -0.2 0.1
H 2.4287 1.0207 1.9192 0.3 0.1 0.2
C -2.5466 -2.4546 8.0929 0.2 -0.3 0.4
O -2.2669 -1.1289 7.7438 1.0 1.3 -0.5
C -0.8785 -0.7419 7.7377 -0.3 -0.9 0.1
C 0.0131 -1.4528 6.7055 -0.8 -0.1 0.7
O -0.6009 -1.4587 5.4334 0.5 0.2 0.3
C 0.1333 -2.1572 4.4540 -0.7 0.0 -0.3
H -3.5566 -2.4746 8.5024 -0.1 -0.1 -0.3
H -1.9036 -2.8274 8.8901 0.3 0.1 0.3
H -2.4233 -3.1499 7.2625 -0.2 0.0 -0.2
H -0.4633 -1.0109 8.7089 0.2 0.0 0.3
H -0.7642 0.3397 7.6657 -0.7 0.0 -0.2
H 0.1911 -2.4579 7.0878 -0.2 -0.5 -0.3
H 0.9989 -0.9901 6.7526 0.2 0.4 -0.4
H -0.5012 -2.1545 3.5677 0.0 0.1 -0.2
H 0.2759 -3.2128 4.6855 0.2 -0.1 0.4
H 1.0847 -1.6847 4.2094 0.3 0.1 0.2
C -2.1814 0.7053 0.3080 -0.4 -0.3 -0.1
O -1.3185 -0.3023 -0.2666 0.9 0.4 -0.4
C -0.3756 0.2575 -1.1805 -0.1 -0.2 1.7
C 0.6279 -0.8628 -1.6142 0.1 0.2 -1.7
O 1.5979 -1.1731 -0.6621 -1.5 -0.5 1.8
C 1.1102 -1.9004 0.5177 0.7 -1.1 -0.6
H -1.6336 1.3399 1.0048 0.1 0.3 -0.3
H -2.9714 0.2105 0.8729 0.2 -0.3 0.0
H -2.6592 1.1994 -0.5379 0.2 0.5 0.3
H 0.2234 1.0516 -0.7347 -0.1 0.2 0.4
H -0.9194 0.7545 -1.9838 0.3 -0.6 -0.9
H 1.1804 -0.5523 -2.5010 0.0 0.4 0.1
H 0.0529 -1.7263 -1.9488 -0.3 -0.5 0.5
H 0.4466 -2.7243 0.2551 -0.4 0.2 -0.6
H 0.5679 -1.2885 1.2386 -0.1 0.8 -0.2
H 1.9331 -2.4067 1.0222 0.5 0.7 -0.2
C -2.1743 5.0495 1.7983 1.3 -0.4 0.2
O -3.1396 5.9786 1.5008 -1.0 0.8 -0.4
C -3.0748 7.1413 2.3277 -0.7 -1.0 -0.4
C -4.0852 8.1702 1.8219 -0.9 -0.8 1.0
O -5.5081 7.8166 1.9806 1.4 -0.3 -0.5
C -6.0001 7.9692 3.3042 0.5 0.7 -0.4
H -2.3023 4.1511 1.1944 -0.3 0.0 0.0
H -2.1022 4.7806 2.8522 -0.4 -0.2 0.3
H -1.1832 5.4445 1.5753 0.4 0.1 -0.2
H -2.0669 7.5530 2.2762 0.2 0.3 0.0
H -3.2623 6.7819 3.3395 -0.1 0.4 0.4
H -3.8453 8.2863 0.7650 -0.6 0.3 0.0
H -3.9098 9.0817 2.3933 0.1 0.3 -0.2
H -5.9376 9.0312 3.5415 0.0 0.2 0.4
H -5.4269 7.3964 4.0333 0.0 -0.1 0.1
H -7.0555 7.7032 3.3631 0.2 -0.3 -0.3

[2]
194
Properties=species:S:1:pos:R:3:forces:R:3 method="wB97M-V/def2-TZVPD" smiles=COC[C@H](C)N.COC[C@H](C)N.COC[C@H](C)N.COC[C@H](C)N.COC[C@H](C)N.COC[C@H](C)N.COC[C@H](C)N.COC[C@H](C)N.COCCNCCOC.COCCNCCOC.OCCO e_tot_ha=-3427.6445 molar_mass_g_mol=1041.6 relative_energy_kcal_mol=0.0 spin_multiplicity=1
C 13.4023 -9.9039 -10.9808 -1.0 -1.3 0.3
O 14.2414 -10.8900 -11.5611 0.2 0.2 0.1
C 15.5941 -10.5343 -11.3916 0.9 0.1 0.4
C 16.5606 -11.5349 -12.0139 -0.5 0.1 -0.9
C 17.9788 -10.9850 -12.1611 -0.1 -0.1 0.0
N 16.0833 -11.9318 -13.3645 0.4 0.5 0.4
H 12.3974 -10.3403 -10.9704 0.0 0.1 -0.2
H 13.3276 -8.9774 -11.5518 0.5 0.2 0.1
H 13.6382 -9.8051 -9.9170 0.3 0.6 -0.1
H 15.7639 -9.5399 -11.8330 0.0 0.0 0.0
H 15.8844 -10.4900 -10.3312 -0.4 0.3 0.1
H 16.6200 -12.4447 -11.4089 -0.2 0.1 0.1
H 18.4714 -10.7490 -11.2178 0.0 -0.5 0.1
H 18.0675 -10.0607 -12.7420 -0.5 -0.1 -0.2
H 18.4979 -11.7663 -12.7179 0.4 0.1 0.2
H 16.3314 -11.1408 -13.9586 -0.2 -0.2 -0.2
H 15.0682 -11.9288 -13.3218 0.0 -0.2 -0.1
C 14.4240 -8.2668 -4.3539 -1.0 0.7 0.5
O 14.9938 -8.7826 -3.1829 -0.2 -0.2 0.4
C 15.8244 -7.8677 -2.5062 0.6 0.3 -0.5
C 16.2414 -8.4065 -1.1487 -0.9 -0.8 0.2
C 15.0078 -8.6789 -0.2666 0.1 0.9 -0.3
N 17.0912 -7.4279 -0.4799 0.0 0.1 -0.4
H 13.4604 -8.7571 -4.5097 0.4 -0.7 -0.4
H 15.1054 -8.2957 -5.2054 -0.1 -0.1 -0.1
H 14.0372 -7.2473 -4.1957 0.7 0.3 0.0
H 16.7153 -7.6939 -3.1296 0.2 0.0 0.1
H 15.3473 -6.8835 -2.4100 -0.2 -0.1 0.2
H 16.7172 -9.3837 -1.2979 0.3 0.1 -0.3
H 15.2336 -9.3639 0.5483 0.0 0.0 0.0
H 14.1523 -9.0283 -0.8423 0.2 -0.3 0.0
H 14.7390 -7.6964 0.1309 -0.2 -0.2 0.3
H 17.8031 -7.0912 -1.1189 0.2 -0.1 0.2
H 17.5431 -7.8469 0.3217 0.1 0.1 0.0
C 10.2892 -7.2878 -5.7292 -0.2 -1.6 -1.3
O 9.3595 -6.8023 -4.8152 0.3 0.4 0.6
C 8.3583 -7.7421 -4.5162 -1.2 -0.2 -0.6
C 7.4417 -7.2266 -3.3940 1.5 1.1 0.2
C 6.6087 -6.0048 -3.8267 -0.3 -1.1 -0.1
N 8.2573 -6.7552 -2.2660 0.1 0.0 0.5
H 11.0942 -6.6111 -6.0016 -0.2 0.4 0.5
H 9.7908 -7.6096 -6.6591 -0.1 0.5 -0.2
H 10.7277 -8.2619 -5.4652 0.2 0.3 0.7
H 7.7188 -7.8885 -5.3993 0.1 -0.1 -0.2
H 8.7718 -8.7336 -4.3035 0.3 0.0 0.4
H 6.8151 -8.0249 -2.9961 -0.1 -0.1 -0.4
H 5.8011 -5.9098 -3.1034 0.0 0.4 0.0
H 6.1786 -6.1685 -4.8166 -0.1 0.0 0.0
H 7.2150 -5.1034 -3.8675 0.0 0.0 0.1
H 9.0216 -7.3900 -2.0567 -0.2 -0.2 0.0
H 8.7163 -5.8920 -2.5326 0.0 0.0 0.0
C 12.3939 -10.4887 -6.9128 0.5 -1.2 -1.0
O 11.1412 -9.9426 -7.2823 0.7 0.4 1.4
C 10.0328 -10.6411 -6.7284 0.1 0.2 -1.1
C 9.8048 -11.9178 -7.5252 -1.8 -0.4 -0.4
C 9.4444 -11.6973 -8.9980 1.0 0.6 0.0
N 8.5872 -12.5265 -6.9486 0.2 -0.8 0.9
H 13.2144 -9.8967 -7.3123 -0.2 0.3 0.0
H 12.4822 -11.4671 -7.4006 0.2 0.0 0.0
H 12.6126 -10.7002 -5.8612 -0.6 0.5 0.3
H 10.0824 -10.9213 -5.6670 0.6 0.3 0.0
H 9.2345 -9.9024 -6.8348 -0.4 -0.5 -0.1
H 10.6631 -12.5917 -7.4482 0.1 0.2 0.0
H 9.4700 -12.6419 -9.5410 -0.3 0.0 0.0
H 10.1767 -11.0454 -9.4841 0.0 0.0 0.1
H 8.4755 -11.2092 -9.0837 -0.1 -0.2 0.1
H 8.7914 -12.8649 -6.0057 -0.1 0.3 0.0
H 8.3408 -13.3976 -7.4125 0.1 0.3 -0.4
C 22.1116 -6.1130 -8.7994 -1.5 -0.4 -0.2
O 21.1455 -6.7566 -7.9612 0.5 0.6 0.4
C 21.5709 -7.0009 -6.6335 -0.6 -1.0 -0.1
C 20.3691 -7.6038 -5.8899 0.1 0.4 0.1
C 19.1979 -6.6397 -5.7950 -0.4 -0.3 0.0
N 20.7398 -8.1427 -4.5650 -0.2 -0.1 -0.9
H 22.6375 -5.3184 -8.2728 0.1 0.0 -0.1
H 21.4542 -5.7141 -9.5770 0.5 0.4 -0.1
H 22.7724 -6.8320 -9.2897 0.3 0.0 0.3
H 22.3747 -7.7462 -6.6711 0.2 0.1 0.2
H 21.9012 -6.1279 -6.0576 0.1 0.3 -0.4
H 20.0185 -8.4434 -6.4961 0.0 -0.1 0.1
H 18.3849 -7.1896 -5.3144 -0.1 0.1 0.0
H 18.8597 -6.3436 -6.7892 0.1 0.0 0.0
H 19.3534 -5.7260 -5.2175 0.3 -0.1 0.1
H 21.3216 -8.9442 -4.7876 0.2 0.0 0.6
H 21.2908 -7.4706 -4.0424 0.1 0.0 0.0
C 18.7564 -13.5548 -9.5682 1.0 0.4 0.8
O 18.4194 -12.2929 -9.0054 -0.5 -0.2 -0.4
C 18.5316 -12.3119 -7.5677 -1.7 -0.1 -1.5
C 17.8244 -11.0448 -7.1121 0.4 1.0 0.3
C 17.8907 -10.8625 -5.5945 0.6 -0.3 -0.3
N 16.4167 -10.9403 -7.5259 -0.4 -0.3 -1.1
H 18.8217 -13.5431 -10.6540 -0.2 0.5 0.0
H 18.0838 -14.3657 -9.2745 -0.1 0.1 0.2
H 19.7609 -13.7242 -9.1592 0.0 -0.8 -0.4
H 17.9185 -13.1546 -7.2226 0.4 -0.2 0.3
H 19.5909 -12.4379 -7.3434 0.0 0.3 0.6
H 18.3203 -10.2146 -7.6290 0.6 0.0 0.3
H 17.5044 -9.8934 -5.2829 -0.1 0.0 0.0
H 18.9287 -10.9380 -5.2548 0.0 0.1 0.1
H 17.3286 -11.6567 -5.1025 -0.2 0.1 0.0
H 16.2847 -9.9900 -7.8932 -0.1 0.2 0.7
H 16.2941 -11.3976 -8.4350 0.2 -0.6 0.4
C 11.3299 -2.3314 -13.2606 -0.3 -0.2 0.3
O 12.3714 -3.2638 -13.1502 0.1 -0.3 0.0
C 12.7568 -3.6136 -11.8227 0.2 0.4 -1.1
C 14.0822 -4.3373 -11.9518 0.7 -0.6 0.6
C 14.0390 -5.6963 -12.6641 -0.5 0.0 0.4
N 14.7141 -4.4004 -10.6232 0.0 0.4 -0.4
H 11.0121 -2.3278 -14.3022 0.1 0.2 0.0
H 11.6478 -1.3337 -12.9386 0.0 0.0 -0.1
H 10.4586 -2.6288 -12.6617 0.0 0.0 0.1
H 12.9070 -2.7093 -11.2285 0.0 0.0 0.1
H 11.9728 -4.2193 -11.3560 0.0 -0.2 0.1
H 14.7671 -3.7514 -12.5714 -0.3 0.5 0.1
H 13.3796 -6.3977 -12.1408 -0.2 0.1 -0.1
H 15.0198 -6.1758 -12.6291 0.1 0.2 -0.2
H 13.6974 -5.5656 -13.6912 0.0 -0.2 0.0
H 14.2714 -5.0661 -9.9938 0.1 0.0 -0.3
H 15.6567 -4.7259 -10.7926 -0.1 -0.2 0.5
C 18.9315 2.5423 -13.7236 -0.5 -0.6 -0.3
O 18.7576 1.2607 -13.1411 0.8 0.3 0.5
C 19.3438 0.2362 -13.9132 -0.1 0.1 -0.5
C 19.6050 -0.9837 -13.0549 -1.1 -0.1 1.9
C 18.3247 -1.4879 -12.3638 -0.4 -0.5 -0.5
N 20.5491 -0.7434 -11.9501 1.2 0.8 -0.6
H 18.5165 3.2863 -13.0504 0.0 0.0 0.0
H 18.3706 2.5316 -14.6654 0.1 0.4 -0.1
H 19.9772 2.7745 -13.9400 0.1 -0.1 0.1
H 18.6672 0.0473 -14.7587 0.0 -0.4 0.0
H 20.2978 0.5287 -14.3773 0.0 0.4 0.2
H 20.0074 -1.7977 -13.6565 0.0 0.1 -0.2
H 17.5161 -1.5716 -13.0939 -0.1 0.0 0.1
H 17.9670 -0.8799 -11.5331 0.2 0.5 -0.2
H 18.4653 -2.4770 -11.9305 0.3 0.0 -0.2
H 20.1802 -0.1451 -11.2162 -0.7 -0.3 -0.2
H 21.2780 -0.1251 -12.3159 0.3 -0.5 0.0
C 18.5576 -1.7384 0.1059 0.2 0.0 1.2
O 17.7908 -2.3647 -0.8736 -0.3 0.2 -0.3
C 18.1971 -2.0360 -2.1910 0.0 -0.8 -0.1
C 17.5392 -3.0031 -3.1593 -0.4 0.2 -0.2
N 16.0742 -2.8666 -3.1393 0.4 0.3 0.9
C 15.3897 -3.7783 -4.0215 0.7 -0.7 -1.2
C 15.5352 -3.4029 -5.5089 -0.3 0.8 0.7
O 16.7613 -3.8575 -6.0124 1.0 -0.3 0.4
C 17.0120 -3.5481 -7.3578 -1.8 0.2 -0.7
H 19.6064 -2.0609 0.0973 0.0 0.0 -0.3
H 18.1684 -2.0289 1.0848 -0.1 -0.2 -0.1
H 18.5326 -0.6421 0.1237 -0.1 0.0 -0.6
H 19.2787 -2.2013 -2.2516 0.1 0.3 -0.2
H 17.9303 -1.0088 -2.4516 0.1 0.1 0.1
H 17.7983 -4.0347 -2.8816 0.3 0.0 -0.1
H 17.8911 -2.7985 -4.1710 0.1 -0.1 0.1
H 15.8645 -3.1237 -2.1770 -0.5 0.2 -0.1
H 14.3272 -3.8271 -3.7934 0.0 0.1 0.2
H 15.8246 -4.7915 -3.9644 -0.3 -0.2 0.2
H 15.4927 -2.3071 -5.5475 0.0 0.1 -0.2
H 14.6815 -3.7882 -6.0776 0.1 -0.2 -0.2
H 16.9372 -2.4864 -7.6297 0.4 0.2 0.6
H 16.1599 -3.9541 -7.9241 0.4 -0.3 -0.4
H 17.9563 -3.9462 -7.7147 0.1 -0.2 0.3
C 12.3983 -6.6387 -8.7909 0.1 0.5 -0.7
O 13.8065 -6.6439 -8.9505 0.2 -0.5 0.3
C 14.4688 -7.0534 -7.7808 -0.1 -0.4 1.2
C 15.9656 -7.0443 -7.9228 0.4 0.3 -1.4
N 16.3375 -8.0728 -8.9062 -0.3 -0.1 -0.2
C 17.7298 -8.0650 -9.3593 -0.8 0.0 -0.3
C 18.1862 -6.7697 -10.0275 0.8 0.3 1.3
O 17.2412 -6.2676 -10.9381 0.0 -0.2 0.0
C 17.8020 -5.2060 -11.6948 -0.3 -0.4 -0.2
H 12.0860 -5.7862 -8.1774 0.0 -0.1 0.2
H 11.9972 -7.5739 -8.3914 0.1 -0.1 0.0
H 12.0338 -6.4625 -9.8051 -0.3 -0.2 0.1
H 14.1868 -8.0783 -7.5043 -0.2 -0.1 -0.2
H 14.1544 -6.4447 -6.9215 0.1 0.3 -0.1
H 16.4684 -7.2088 -6.9698 -0.1 -0.1 0.1
H 16.2853 -6.0682 -8.3035 -0.1 0.2 0.3
H 15.7375 -7.9349 -9.7161 0.0 0.0 0.0
H 17.8422 -8.8707 -10.0884 0.0 -0.2 0.2
H 18.2914 -8.3119 -8.4571 0.7 0.3 -0.3
H 19.1738 -6.8837 -10.4915 -0.1 -0.3 -0.2
H 18.3866 -6.0509 -9.2164 -0.2 0.3 -0.2
H 18.1460 -4.3987 -11.0451 0.3 -0.1 0.0
H 17.0308 -4.8017 -12.3517 0.0 -0.1 0.0
H 18.5913 -5.6144 -12.3304 0.3 0.3 0.1
O 16.3881 -3.7905 -16.7282 -0.1 0.4 0.3
C 16.4202 -4.4922 -15.5039 0.5 -0.5 0.4
C 17.7863 -5.0875 -15.2300 0.6 -0.4 0.2
O 18.7042 -4.0648 -14.7986 -0.3 0.0 -0.2
H 16.8515 -2.9563 -16.5949 0.0 -0.1 -0.1
H 16.1850 -3.9080 -14.6055 -0.2 0.5 -0.3
H 15.6568 -5.2681 -15.5431 0.1 -0.1 -0.2
H 18.2254 -5.5808 -16.1000 -0.4 0.0 -0.2
H 17.7390 -5.8461 -14.4416 -0.3 0.0 0.0
H 19.5692 -4.3226 -15.1258 0.1 0.1 0.1